Here is an isolated molecule of C3H4O2 from OMol25. Energies are from wB97M-V/def2-TZVPD.

XYZ file:
```
9
Properties=species:S:1:pos:R:3:forces:R:3
C -2.21018 -0.08438 0.08367 0.8 -1.4 -0.6
C -0.89413 -0.33545 -0.13795 -2.1 1.5 1.3
O 0.00042 0.69548 -0.02552 1.2 0.5 -0.4
C 1.33707 0.40812 -0.02622 -0.6 0.0 0.3
O 1.82770 -0.66718 0.09792 -0.1 -0.5 -0.1
H -2.74398 -1.06234 -0.03269 -0.2 1.4 0.3
H -2.75047 0.89306 0.30554 1.2 -1.6 -0.4
H -0.44720 -1.29946 -0.25663 0.0 -0.4 -0.3
H 1.92020 1.31258 -0.11241 0.0 0.6 -0.1
```
Positions in Å, forces in eV/Å.

Total charge = 0
Maximum force = 2.9 eV/Å
SMILES = C=COC=O
Total energy = -7269.5963 eV
Relative energy (zero: lowest compared OMol25 entry of this formula, charge and spin) = 105.1 kJ/mol
Orbital gap = 10.7 eV

---

Here is a 2-piece molecular cluster, C4H9N4O overall from OMol25. Energies are from wB97M-V/def2-TZVPD.

XYZ file:
```
18
Properties=species:S:1:pos:R:3:forces:R:3
C -2.64240 -1.21690 -0.13295 -1.3 -0.7 -1.0
C 2.13846 -1.43627 0.19951 0.3 0.7 -2.8
C -0.92082 3.02972 0.48971 1.8 1.3 3.9
C 0.88366 -1.27751 -0.70057 1.0 -0.2 1.4
N -2.57997 -0.09822 -0.38832 -0.8 0.0 0.3
N -0.34685 0.79707 -0.17154 1.9 -0.2 0.2
N -0.59984 1.90192 -0.22211 -0.4 0.0 -2.2
N -0.08908 -0.31070 -0.21881 0.0 -1.0 0.6
O -2.77162 -2.48725 0.02797 1.6 0.9 2.1
H 2.61855 -0.47951 0.39241 0.1 -0.1 0.1
H 2.81995 -2.07783 -0.40390 -0.2 0.5 0.5
H 1.91277 -1.97005 1.07122 -0.4 -0.5 1.4
H -1.93600 3.24044 0.53830 -2.3 -0.7 0.5
H -0.41314 2.96468 1.52077 -1.1 0.3 -1.3
H -0.64853 3.95728 0.05692 1.3 0.5 -1.0
H 0.43696 -2.23516 -0.70046 -1.1 -0.9 0.3
H 0.97607 -1.07431 -1.73160 0.9 0.7 -1.2
H -3.26174 -2.95570 -0.61384 -1.1 -0.5 -1.5
```
Positions in Å, forces in eV/Å.

Total charge = +1
Maximum force = 4.4 eV/Å
Total energy = -12289.4899 eV
Relative energy (zero: lowest compared OMol25 entry of this formula, charge and spin) = 591.6 kJ/mol
Orbital gap = 10.5 eV

---

Here is a 2-piece molecular cluster, BrH2O2P overall from OMol25. Energies are from wB97M-V/def2-TZVPD.

XYZ file:
```
6
Properties=species:S:1:pos:R:3:forces:R:3
O -3.93955 0.10802 -0.63170 -0.4 0.9 -0.4
P -3.62503 -0.91904 0.33931 2.0 -1.2 -0.1
O -2.03178 -1.40676 0.12064 -1.5 0.2 1.0
H -1.33858 -0.73508 0.10282 0.0 0.1 -0.4
Br 1.67760 -0.40122 -0.42094 -0.2 0.5 0.8
H 1.48823 0.40747 0.77867 0.2 -0.5 -0.8
```
Positions in Å, forces in eV/Å.

Total charge = 0
Maximum force = 2.4 eV/Å
SMILES = O=PO.Br
Total energy = -83459.4313 eV
Relative energy (zero: lowest compared OMol25 entry of this formula, charge and spin) = 93.2 kJ/mol
Orbital gap = 10.5 eV

---

Here is C38H33Cl2N4O2PSSe2W as an isolated structure from OMol25. Energies are from wB97M-V/def2-TZVPD.

XYZ file:
```
84
Properties=species:S:1:pos:R:3:forces:R:3
W 1.07362 0.42075 -0.44240 0.0 -0.6 -1.0
N 5.15855 1.49951 0.07167 0.0 -0.1 0.1
C 4.01224 0.84802 0.14775 -0.1 0.3 -0.3
O 3.03541 1.25818 -0.53226 0.0 -0.1 0.2
C 3.82853 -0.37670 0.95429 0.2 -0.2 0.1
C 2.34559 -0.74985 0.93564 -0.1 -0.1 0.0
H 5.22777 2.32139 -0.51036 0.0 0.0 0.0
H 5.96763 1.19436 0.58743 0.0 0.0 0.0
H 4.19465 -0.19695 1.96901 0.0 0.0 0.0
H 4.47420 -1.15726 0.53906 0.0 0.0 0.0
H 1.98805 -0.62413 1.94688 0.0 0.0 0.0
H 2.21453 -1.81193 0.70860 0.1 0.0 0.1
Cl 0.63437 3.82997 -0.97618 0.2 0.2 0.0
C 0.57118 3.87223 -2.71774 0.0 -0.3 0.2
C 0.14354 5.04838 -3.30241 0.0 0.0 -0.1
C 0.07256 5.12588 -4.68364 0.0 0.0 0.1
C 0.42513 4.02551 -5.44412 0.0 0.0 0.0
C 0.84379 2.85899 -4.82609 0.0 -0.1 -0.2
Cl 1.27018 1.53398 -5.86828 0.0 0.0 0.1
C 0.94277 2.72947 -3.43225 -0.1 0.0 0.0
S 1.54303 1.18455 -2.81911 -0.1 0.4 0.4
H -0.12441 5.88837 -2.67830 0.0 0.0 0.0
H -0.25125 6.03797 -5.16402 0.0 0.0 0.0
H 0.38107 4.05899 -6.52322 0.0 0.0 0.0
O 2.06855 2.56234 1.38604 -0.4 0.1 0.3
N 0.88580 1.81157 1.32071 0.0 0.3 0.1
C 0.05472 2.07012 2.26699 0.0 -0.1 0.0
C -1.25053 1.48570 2.61935 0.6 0.3 -0.2
C -1.98970 2.27934 3.49521 -0.3 0.0 0.1
C -3.22580 1.85530 3.96088 0.2 0.0 -0.1
C -3.69474 0.61247 3.57451 0.0 -0.1 0.0
C -2.94382 -0.19584 2.72667 -0.1 0.0 0.1
C -1.72617 0.23411 2.21796 0.0 -0.2 -0.1
P -0.64356 -0.94666 1.31350 0.1 0.2 0.2
C -1.78784 -2.11190 0.54357 -0.1 -0.1 0.2
C -2.99699 -1.67723 0.00818 -0.1 0.0 0.0
C -3.83659 -2.57301 -0.63934 0.0 0.0 0.0
C -3.48441 -3.91179 -0.74389 0.0 0.0 0.0
C -2.26918 -4.34758 -0.23290 -0.1 0.0 0.0
C -1.41506 -3.44760 0.38572 0.0 -0.1 0.0
C -0.02821 -1.79171 2.84813 0.0 0.1 0.0
C 0.71021 -1.03581 3.76871 0.0 0.1 0.0
C 1.07869 -1.55068 4.99740 0.0 -0.1 0.0
C 0.70436 -2.84184 5.34989 0.0 0.0 0.0
C -0.05815 -3.58784 4.47091 0.0 0.1 0.0
C -0.43007 -3.06564 3.23615 -0.1 -0.2 0.0
H 1.89867 3.32925 1.96298 0.1 -0.1 -0.1
H 0.34722 2.86850 2.95097 0.0 0.0 0.0
H -1.59597 3.23573 3.81423 0.0 0.0 0.0
H -3.79920 2.47827 4.63202 0.0 0.0 0.0
H -4.64346 0.25229 3.94854 0.0 0.0 0.0
H -3.31451 -1.18159 2.48142 0.0 0.0 0.0
H -3.30070 -0.64066 0.08913 0.0 0.0 0.0
H -4.77534 -2.22748 -1.05043 0.0 0.0 0.0
H -4.15064 -4.60977 -1.23174 0.0 0.0 0.0
H -1.97967 -5.38538 -0.32765 0.0 0.0 0.0
H -0.45151 -3.79950 0.73386 0.0 0.0 -0.1
H 0.98987 -0.01211 3.55434 0.0 0.0 -0.1
H 1.64820 -0.94122 5.68549 0.0 0.0 0.0
H 0.99213 -3.25040 6.30854 0.0 0.0 0.0
H -0.38444 -4.58235 4.74134 0.0 0.0 0.0
H -1.06354 -3.67371 2.60738 0.1 0.1 0.1
Se -0.89172 -2.37712 -2.39117 0.0 0.2 -0.2
Se -1.09727 -0.62916 -3.83924 0.1 0.0 0.0
C -1.64018 0.71617 -2.58036 -0.3 -0.1 -0.2
C -2.68193 1.48740 -3.08530 0.0 0.1 0.1
C -3.27928 2.45920 -2.30647 0.0 0.0 0.0
C -2.82307 2.61515 -1.01011 0.1 -0.1 0.0
C -1.76331 1.83777 -0.59980 0.1 0.2 0.2
N -1.13801 0.90817 -1.34636 0.2 -0.1 0.2
C 1.01049 -2.41482 -2.18934 0.1 -0.3 -0.1
C 1.60272 -3.60952 -2.58042 0.1 0.0 0.0
C 2.97939 -3.70875 -2.65246 0.0 -0.1 0.0
C 3.72282 -2.56828 -2.40838 0.0 0.2 0.0
C 3.06504 -1.43014 -1.99125 0.1 0.0 0.0
N 1.73447 -1.35469 -1.79767 -0.2 0.1 0.3
H -3.03852 1.28902 -4.08672 0.0 0.0 0.0
H -4.09199 3.05680 -2.69707 0.0 0.0 0.0
H -3.24814 3.33889 -0.33025 0.0 0.0 0.0
H -1.36097 2.00571 0.38357 -0.1 0.0 -0.2
H 0.96940 -4.43209 -2.88141 0.0 0.0 0.0
H 3.45267 -4.63370 -2.95291 0.0 0.0 0.0
H 4.79433 -2.54460 -2.54355 0.0 0.0 0.0
H 3.61173 -0.51675 -1.82806 0.0 0.0 0.0
```
Positions in Å, forces in eV/Å.

Total charge = +2
Maximum force = 1.2 eV/Å
Total energy = -227670.0055 eV
2S+1 = 3
Relative energy (zero: lowest compared OMol25 entry of this formula, charge and spin) = 118.6 kJ/mol
Orbital gap (spin up / spin down) = 6.1 / 6.0 eV

---

Here is C27H30F9FeO6 as an isolated structure from OMol25. Energies are from wB97M-V/def2-TZVPD.

XYZ file:
```
73
Properties=species:S:1:pos:R:3:forces:R:3
C -1.67357 -1.41354 -3.86429 0.0 0.0 -0.1
C -0.24418 -0.96634 -3.44137 0.0 -0.1 -0.1
C -2.26516 -2.09488 -2.60397 -0.2 0.0 0.0
C -1.05741 -2.53061 -1.78699 0.5 0.0 -0.1
H -2.91683 -2.91616 -2.87784 -0.1 -0.1 -0.1
H -2.85655 -1.37070 -2.04649 0.0 0.1 0.1
C -0.07571 -1.35013 -1.97017 -0.1 0.1 -0.1
H -0.11740 0.10247 -3.59820 0.0 0.1 0.1
H 0.50014 -1.47843 -4.04757 0.1 -0.1 -0.2
C -0.38570 -0.17187 -1.06121 1.0 0.2 1.8
H 0.94581 -1.67019 -1.76389 0.0 0.1 0.1
H -0.60202 -3.37561 -2.31911 -0.1 -0.1 0.0
C -1.29840 -2.94338 -0.38180 -0.2 -0.2 -0.2
C -2.58270 -0.24558 -4.19019 0.4 0.6 0.3
C -1.57820 -2.43324 -5.00725 -0.2 -0.2 0.3
O -1.79471 -3.60928 -4.85837 0.1 0.4 -0.2
O -2.39727 0.90713 -3.87176 -0.3 -0.8 -0.4
O -3.69129 -0.67827 -4.82342 -0.4 0.2 -0.2
O -1.14025 -2.02428 -6.22341 0.0 0.1 -0.2
C -0.95891 -0.64928 -6.57525 0.0 -0.2 0.2
H -0.40081 -0.09436 -5.82755 0.0 0.0 0.1
H -1.91817 -0.16815 -6.75451 -0.1 0.0 0.0
H -0.39242 -0.66117 -7.50055 0.0 0.0 -0.1
C -4.69092 0.31972 -5.09425 0.3 -0.2 0.2
H -5.05594 0.75291 -4.16673 0.0 0.0 0.1
H -5.48829 -0.20075 -5.61130 -0.1 -0.1 0.0
H -4.28306 1.11082 -5.71839 0.1 0.1 0.0
O 0.14509 -0.34705 0.21168 -1.5 -2.0 -2.1
H -1.46769 -0.00226 -1.01345 -0.4 0.1 -0.2
H 0.04180 0.72798 -1.52107 0.0 0.2 -0.2
C -0.54454 -4.10796 0.13591 0.1 0.0 0.1
C -2.40807 -2.37481 0.41578 -0.1 0.3 0.0
H -3.38887 -2.58296 -0.03026 -0.2 -0.1 0.0
H -2.33839 -1.28818 0.50749 0.1 0.1 0.0
H -2.40857 -2.77040 1.42670 0.0 -0.1 0.2
H -0.32909 -3.99788 1.19683 0.1 0.0 0.2
H 0.39932 -4.25016 -0.39036 0.1 0.0 0.0
H -1.11392 -5.04158 0.01948 -0.1 -0.2 0.0
Fe 0.83586 0.62252 1.61271 -0.1 0.5 -1.2
C 3.06928 0.29312 2.55168 3.7 -3.4 -2.4
C 2.92779 -0.61023 1.46895 0.6 -0.1 0.8
C 2.83197 0.13945 0.29123 0.1 0.0 -0.9
H 2.85013 -1.67958 1.55060 0.0 -0.3 0.0
C 2.85251 1.50169 0.63560 1.2 0.2 0.5
C 3.03702 1.59076 2.04096 3.9 0.8 -4.3
H 3.10377 2.49713 2.61636 0.4 0.2 -0.9
H 3.13297 0.02057 3.58958 0.6 -1.1 -1.1
H 2.66662 -0.25557 -0.69544 -0.2 0.0 -0.1
H 2.77701 2.32789 -0.05087 -0.1 0.1 -0.1
C -1.00735 1.68915 2.82126 0.1 0.0 0.7
C 0.14340 2.49481 2.95014 -2.4 2.6 -0.3
C 0.45835 2.99844 1.67321 -0.6 0.6 0.5
H 0.68504 2.67712 3.86247 -1.9 0.9 -1.0
C -0.46620 2.47046 0.75363 -1.0 0.2 0.0
C -1.38380 1.67693 1.47388 -0.1 0.4 -0.9
H -2.19066 1.10324 1.05259 -0.1 -0.2 -0.1
H -1.47314 1.13068 3.61110 -0.2 -0.1 0.2
H 1.26842 3.66389 1.43647 0.2 0.0 0.0
H -0.47152 2.64211 -0.30940 0.0 0.0 -0.2
F 0.20105 1.09465 5.55917 1.9 -0.5 0.4
C 1.56746 0.89780 5.61719 -0.5 0.0 0.0
F 1.96780 1.25636 6.89294 -0.9 -0.7 -0.9
F 1.79945 -0.45775 5.46383 -0.4 1.9 0.5
C 2.31037 1.71972 4.49687 -1.9 -1.4 0.4
O 1.69815 1.26416 3.29936 -0.6 2.3 12.9
C 2.27964 3.36809 5.01378 -1.0 1.5 0.1
F 3.11261 3.74825 6.04756 -0.7 -0.2 -1.4
F 2.59309 4.21504 3.96595 -0.6 -1.2 1.4
F 1.04961 3.77296 5.54256 1.3 -0.7 -1.0
C 3.98046 1.53127 4.91060 2.3 -0.9 0.0
F 4.25028 1.85151 6.22769 -0.3 -0.1 -1.1
F 4.59369 0.27447 4.91513 -0.9 1.2 -0.7
F 4.78164 2.35734 4.13777 -1.0 -1.0 1.3
```
Positions in Å, forces in eV/Å.

Total charge = -2
Maximum force = 13.1 eV/Å
Total energy = -99604.8789 eV
2S+1 = 6
Orbital gap (spin up / spin down) = 2.4 / 2.6 eV

---

Here is C16H20F3HgN4OSe as an isolated structure from OMol25. Energies are from wB97M-V/def2-TZVPD.

XYZ file:
```
46
Properties=species:S:1:pos:R:3:forces:R:3
Hg -0.97622 1.27559 1.50570 0.0 0.3 -0.5
F -4.13062 -5.60671 -0.38440 0.0 0.0 0.2
C -3.36672 -4.98671 -1.30010 -0.2 -0.2 0.0
F -2.48102 -5.90001 -1.73400 0.2 0.1 0.0
F -4.16722 -4.70081 -2.33290 0.0 0.2 -0.1
C -2.68822 -3.77321 -0.72030 0.1 0.2 0.0
C -2.91342 -2.50091 -1.22420 0.0 -0.3 0.1
C -2.25892 -1.43751 -0.61800 -0.2 0.0 -0.2
N -1.45172 -1.57771 0.41820 0.2 0.4 0.1
C -1.23432 -2.79451 0.88560 0.0 -0.5 0.0
C -1.81832 -3.93231 0.35090 -0.2 0.1 -0.1
H -3.58992 -2.33761 -2.04650 0.0 0.0 -0.1
H -2.38832 -0.42861 -0.98420 -0.1 0.1 -0.1
H -0.55632 -2.87081 1.72330 0.1 0.0 0.1
H -1.62662 -4.90881 0.76530 0.1 -0.1 0.1
Se -0.63522 2.76899 -1.24230 0.0 -0.4 0.4
C -2.07142 4.00249 -1.22030 -0.1 0.1 0.1
C -2.68232 4.38399 -2.41260 0.1 -0.1 0.1
C -3.67832 5.34289 -2.36480 0.0 -0.1 -0.3
N -4.09852 5.91469 -1.25010 -0.4 0.3 0.0
C -3.52832 5.53579 -0.11740 0.0 0.0 0.2
C -2.51762 4.59659 -0.04250 0.1 -0.1 0.0
H -2.38222 3.94129 -3.35070 0.0 0.0 -0.1
H -4.17442 5.66309 -3.27190 0.0 0.0 -0.1
H -3.90382 6.02159 0.77380 0.0 0.0 0.2
H -2.08852 4.31859 0.91120 0.0 0.1 0.0
C 4.88178 -0.09181 -0.31290 0.2 -0.1 0.2
N 3.48608 0.23939 -0.15970 0.1 0.1 -0.1
C 2.77728 0.81059 -1.29520 -0.3 0.2 0.0
C 2.64678 -0.08581 0.86610 0.0 -0.1 -0.1
O 1.46058 0.21579 0.74240 -0.3 0.0 0.1
N 3.04428 -0.79691 1.97230 0.0 -0.2 0.2
C 4.34498 -0.95211 2.58140 0.2 0.0 0.0
C 1.99828 -1.10781 2.92940 -0.3 0.0 -0.1
H 5.20348 0.16779 -1.31930 -0.1 0.0 0.0
H 5.06368 -1.16151 -0.17610 0.1 0.1 0.0
H 5.51068 0.48239 0.37560 0.0 -0.1 -0.1
H 3.47408 1.09019 -2.07760 0.2 0.0 0.0
H 2.21458 1.68999 -0.97640 0.1 0.0 -0.2
H 2.05168 0.09189 -1.68310 0.0 0.1 -0.1
H 5.15968 -0.76671 1.90020 0.1 0.0 0.0
H 4.43358 -1.97981 2.94780 0.1 0.1 0.0
H 4.45358 -0.27961 3.44120 0.0 0.0 0.0
H 1.03688 -1.12811 2.42160 0.1 0.0 0.1
H 1.95858 -0.36511 3.73280 0.0 0.0 0.0
H 2.20798 -2.08221 3.37260 0.0 0.0 0.0
```
Positions in Å, forces in eV/Å.

Total charge = 0
Maximum force = 0.6 eV/Å
Total energy = -102597.3843 eV
2S+1 = 2
Relative energy (zero: lowest compared OMol25 entry of this formula, charge and spin) = 83.8 kJ/mol
Orbital gap (spin up / spin down) = 8.2 / 6.0 eV

---

Here is an isolated ion of composition C3H7OS and charge -1 from OMol25. Energies are from wB97M-V/def2-TZVPD.

XYZ file:
```
12
Properties=species:S:1:pos:R:3:forces:R:3
O -2.37519 -0.05780 0.76125 -0.1 -0.4 0.2
C -1.91348 -0.51972 -0.40137 0.7 1.2 -0.1
C -0.35662 -0.68400 -0.45896 -0.3 -0.3 0.4
C 0.28898 0.58694 0.06908 -0.1 -0.2 -1.4
S 2.10609 0.45541 0.12966 0.0 0.2 0.4
H -2.03432 0.24218 -1.24642 -0.3 -0.3 -0.1
H -2.34851 -1.46147 -0.80428 -0.1 -0.2 0.1
H 0.01389 -1.52025 0.15419 -0.3 -0.1 -0.2
H -0.10073 -0.84065 -1.51588 0.3 -0.1 0.2
H -0.22007 0.92437 0.96461 0.2 -0.1 0.3
H 0.13632 1.33517 -0.71734 0.0 0.3 0.3
H 2.19899 -0.26879 1.25323 0.0 -0.1 0.0
```
Positions in Å, forces in eV/Å.

Total charge = -1
Maximum force = 1.4 eV/Å
SMILES = [O-]CCCS
Total energy = -16106.7523 eV
Relative energy (zero: lowest compared OMol25 entry of this formula, charge and spin) = 147.1 kJ/mol
Orbital gap = 5.7 eV

---

Here is an isolated molecule of C3H4N4O2 from OMol25. Energies are from wB97M-V/def2-TZVPD.

XYZ file:
```
13
Properties=species:S:1:pos:R:3:forces:R:3
O -0.42383 2.20262 -1.77901 -0.3 0.1 0.3
C 0.03701 1.53012 -0.88922 0.8 0.7 -0.5
N 1.16395 1.81300 -0.07968 0.3 -0.7 0.1
C 1.39337 0.71854 0.57955 1.2 1.6 0.6
N 0.48251 -0.24446 0.39782 -0.4 -0.5 -0.3
C 0.42369 -1.48336 0.99588 0.2 0.5 -0.5
N -0.52367 -2.30547 1.00841 -0.6 -0.6 -0.1
O -1.65369 -1.86892 0.29172 0.7 0.2 0.3
N -0.35312 0.26877 -0.55751 -2.2 -1.4 -0.6
H 2.24503 0.58118 1.25573 -0.5 -0.1 -0.2
H 1.34154 -1.78645 1.44407 0.4 -0.1 0.5
H -2.26751 -2.54397 0.54739 -0.8 -0.5 0.0
H -1.21096 -0.23506 -0.84947 1.1 0.6 0.5
```
Positions in Å, forces in eV/Å.

Total charge = 0
Maximum force = 2.6 eV/Å
SMILES = O=c1ncn(/C=N\O)[nH]1
Total energy = -13228.7163 eV
Relative energy (zero: lowest compared OMol25 entry of this formula, charge and spin) = 212.2 kJ/mol
Orbital gap = 9.5 eV